[1]
C32H44N4O5 | ωB97M-V with the def2-TZVPD basis set

ORCA input file:
```
! wB97M-V def2-TZVPD RIJCOSX def2/J DEFGRID3
* xyz 0 1
C 4.7811 2.6972 -6.4558
O 3.7697 2.7496 -5.4801
C 3.8251 1.8810 -4.4352
C 4.8149 0.9220 -4.2506
C 4.7604 0.0924 -3.1414
C 3.7417 0.2029 -2.2196
C 2.7476 1.1658 -2.4028
N 1.7347 1.2377 -1.4397
C 0.6464 2.0513 -1.3924
O 0.3538 2.9000 -2.2024
C -0.1921 1.7327 -0.1640
C -0.8048 0.3259 -0.2188
C -0.3926 -0.6207 0.8926
O 0.7514 -0.9169 1.1777
N -1.5143 -1.0915 1.4789
C -1.4895 -1.9088 2.6765
C -0.8466 -1.1490 3.8382
C -1.6668 0.0958 4.2397
N -0.9789 1.1701 4.9068
C -0.2591 2.1186 4.0873
C 1.2139 1.7657 3.8375
C 1.9321 1.5408 5.1695
C 3.3874 1.1383 4.9494
C 1.1822 0.4798 5.9774
C -0.2926 0.8753 6.1432
C -2.7514 -0.6201 0.8804
C -3.3810 -1.6270 -0.1042
O -4.5495 -1.5582 -0.4137
N -2.5148 -2.5280 -0.5902
C -2.8532 -3.5146 -1.5959
C -2.5738 -4.9291 -1.0802
C -1.0775 -5.1927 -0.9237
C -0.3472 -4.9415 -2.2396
C -0.5815 -3.5119 -2.7180
C -2.0754 -3.2439 -2.8885
C -2.2948 0.6216 0.1294
C -2.8950 1.2180 -1.1207
C -2.3576 2.4302 -1.1931
C -1.4918 2.5744 0.0415
O -2.1726 1.7562 0.9812
C 2.7902 1.9998 -3.5068
H 4.8015 1.7273 -6.9639
H 4.5346 3.4747 -7.1771
H 5.7670 2.9032 -6.0263
H 5.6254 0.8104 -4.9524
H 5.5308 -0.6510 -3.0004
H 3.7082 -0.4475 -1.3580
H 1.8355 0.5738 -0.6796
H 0.4272 1.8416 0.7325
H -0.6804 -0.1458 -1.1968
H -0.9078 -2.8158 2.4750
H -2.5164 -2.1938 2.9107
H -0.7421 -1.8260 4.6875
H 0.1493 -0.8505 3.5173
H -2.1087 0.5361 3.3431
H -2.4874 -0.2256 4.8935
H -0.7934 2.2329 3.1419
H -0.2927 3.0829 4.6118
H 1.2961 0.8684 3.2207
H 1.6900 2.5858 3.2941
H 1.9082 2.4816 5.7332
H 3.4432 0.2146 4.3766
H 3.8900 0.9827 5.9017
H 3.9197 1.9130 4.4016
H 1.2624 -0.4833 5.4722
H 1.6352 0.3765 6.9660
H -0.8401 0.0878 6.6655
H -0.3354 1.7826 6.7604
H -3.4945 -0.3614 1.6392
H -1.5617 -2.5253 -0.2637
H -3.9261 -3.3912 -1.7780
H -2.9908 -5.6421 -1.7933
H -3.0839 -5.0717 -0.1256
H -0.9245 -6.2258 -0.6059
H -0.6594 -4.5489 -0.1458
H 0.7220 -5.1199 -2.1113
H -0.7153 -5.6390 -2.9951
H -0.0736 -3.3503 -3.6706
H -0.1501 -2.8110 -1.9984
H -2.4698 -3.8954 -3.6700
H -2.2409 -2.2101 -3.1989
H -3.5505 0.6990 -1.7896
H -2.4446 3.1785 -1.9528
H -1.3333 3.5788 0.4208
H 2.0334 2.7483 -3.6651
*
```

Results
Gap between HOMO and LUMO, eV: 8.52
Energy above the lowest of the compared OMol25 structures with the same formula, charge and spin, kcal per mole: 5.29
Max |F|, Eh/bohr: 0.0134
E_LUMO, eV: 0.63
HOMO level, eV: -7.9

[2]
C32H45AlCl2F3IO23P | ωB97M-V with the def2-TZVPD basis set

ORCA input file:
```
! wB97M-V def2-TZVPD RIJCOSX def2/J DEFGRID3
* xyz -1 1
C -2.3728 3.1665 4.5091
C -3.2576 3.0755 3.1750
P -2.9208 4.3983 1.8634
C -2.9503 6.1596 2.5566
C -3.5164 6.3009 4.0512
Al -1.0571 3.9545 0.5512
C 0.1193 5.6512 0.2836
O 0.4561 6.3383 1.5377
C 1.3862 5.6360 2.2993
F 2.4387 5.0603 1.5764
F 1.9820 6.5917 3.1791
F 0.7975 4.6723 3.1452
C -1.7884 3.5290 -1.3523
C -2.8081 4.6591 -1.8723
O -3.2378 5.5988 -1.1955
I -3.4855 4.5992 -3.9826
C 0.0432 2.3196 1.1052
Cl -0.2276 1.2744 2.5784
C 1.1275 1.9111 0.2667
C 2.0010 0.6229 0.6865
Cl 1.6474 2.7650 -1.2506
H -1.3015 3.4992 4.3407
H -2.3220 2.0953 4.9400
H -2.9430 3.7797 5.2771
H -3.1306 2.0572 2.6603
H -4.3815 3.1446 3.4259
H -1.9604 6.7177 2.5189
H -3.6727 6.7585 1.8853
H -4.4969 5.7552 4.2402
H -3.6095 7.4269 4.2706
H -2.6772 5.9338 4.7494
H 1.0108 5.4636 -0.4038
H -0.5670 6.3767 -0.2946
H -2.3229 2.5228 -1.2631
H -0.9586 3.4907 -2.1410
H 2.3711 0.7408 1.7678
H 2.9251 0.5723 0.0252
H 1.3489 -0.3036 0.5888
C 1.7585 1.7376 -6.4968
C 2.0176 1.3336 -5.0778
O 0.7181 1.2987 -4.5096
C -0.1593 1.1063 -5.5279
O -1.3198 0.8626 -5.3754
O 0.4531 1.2253 -6.7388
H 2.4812 1.3082 -7.1915
H 1.7427 2.8238 -6.6271
H 2.4639 0.3387 -5.0005
H 2.6510 2.0481 -4.5503
C 0.9587 -3.6012 2.4607
C 2.0478 -4.5664 2.1010
O 2.8330 -3.8293 1.1715
C 2.6096 -2.5077 1.4181
O 3.2346 -1.6125 0.9284
O 1.5843 -2.3354 2.2909
H 0.6116 -3.7280 3.4837
H 0.1011 -3.6647 1.7836
H 2.6714 -4.8327 2.9593
H 1.6627 -5.4803 1.6462
C 7.2699 1.1814 -5.1593
C 6.2292 2.2525 -5.2692
O 5.1935 1.6192 -6.0147
C 5.3348 0.2745 -5.8324
O 4.5303 -0.5478 -6.1830
O 6.5027 -0.0153 -5.2015
H 7.8382 1.2455 -4.2294
H 7.9659 1.1840 -6.0034
H 5.8307 2.5507 -4.2951
H 6.5960 3.1389 -5.7881
C -2.6949 -6.1327 2.3328
C -2.2874 -7.4208 2.9789
O -1.1075 -7.0617 3.6903
C -1.1711 -5.7228 3.9209
O -0.4216 -5.1239 4.6395
O -2.1935 -5.1504 3.2325
H -3.7726 -6.0444 2.2245
H -2.2264 -5.9888 1.3546
H -3.0324 -7.7862 3.6909
H -2.0794 -8.2052 2.2504
C -4.7880 -0.7128 -3.8098
C -4.2004 0.3872 -2.9803
O -4.4805 -0.0309 -1.6483
C -4.6358 -1.3806 -1.6766
O -4.7161 -2.0731 -0.7024
O -4.6872 -1.8457 -2.9552
H -4.2378 -0.8749 -4.7375
H -5.8424 -0.5416 -4.0472
H -3.1171 0.4715 -3.1045
H -4.6574 1.3563 -3.1889
C -6.6062 -5.9288 5.5146
C -5.3822 -5.4015 4.8279
O -5.1882 -6.3286 3.7654
C -6.3959 -6.9041 3.5095
O -6.6213 -7.6052 2.5681
O -7.3097 -6.5774 4.4618
H -7.2115 -5.1359 5.9554
H -6.3687 -6.6658 6.2873
H -5.5354 -4.4052 4.4042
H -4.5125 -5.3761 5.4858
C 6.6577 -1.4707 -1.3477
C 7.7472 -2.4422 -1.6888
O 8.5501 -1.7118 -2.6090
C 8.3318 -0.3922 -2.3705
O 8.9725 0.4995 -2.8554
O 7.2949 -0.2090 -1.5133
H 6.2935 -1.5917 -0.3269
H 5.8105 -1.5320 -2.0361
H 8.3577 -2.7090 -0.8212
H 7.3638 -3.3550 -2.1462
*
```

Results
Gap between HOMO and LUMO, eV: 5.24
Max |F|, Eh/bohr: 0.0889
E_LUMO, eV: 1.55
HOMO level, eV: -3.7

[3]
C32H45BF4N5O4S2V | ωB97M-V with the def2-TZVPD basis set

ORCA input file:
```
! wB97M-V def2-TZVPD RIJCOSX def2/J DEFGRID3
* xyz 0 3
V 1.0191 0.7200 0.9226
C 3.5153 -2.4239 3.6362
C 3.1322 -0.9668 3.8277
C 3.8945 -0.3247 4.9774
O 1.7292 -0.9600 4.0921
C 3.4797 -0.2261 2.5252
O 4.6044 0.0032 2.1845
O 2.4076 0.1134 1.8043
H 3.3594 -2.9653 4.5698
H 4.5618 -2.5001 3.3431
H 2.9001 -2.8785 2.8577
H 3.8504 -0.9689 5.8559
H 3.4585 0.6443 5.2355
H 4.9337 -0.1631 4.6961
H 1.4639 -0.0680 4.3543
O 1.6310 -0.9741 -0.7676
S 1.3885 -1.4738 -2.1845
C 1.3950 0.0100 -3.1848
C 1.0835 -0.2572 -4.6325
C -0.1041 0.2028 -5.1903
C -0.4044 -0.0742 -6.5172
C 0.4761 -0.8139 -7.2939
C 1.6680 -1.2713 -6.7429
C 1.9696 -0.9920 -5.4183
C -0.3484 -1.8765 -2.2315
C -0.8675 -2.5309 -3.4835
C -0.1810 -3.5663 -4.1108
C -0.7226 -4.1915 -5.2236
C -1.9616 -3.7964 -5.7114
C -2.6493 -2.7642 -5.0875
C -2.1011 -2.1281 -3.9812
H 2.4145 0.3759 -3.0422
H 0.6993 0.7039 -2.7112
H -0.7913 0.7780 -4.5805
H -1.3338 0.2834 -6.9422
H 0.2365 -1.0324 -8.3267
H 2.3617 -1.8431 -7.3460
H 2.8994 -1.3495 -4.9878
H -0.8952 -0.9636 -1.9946
H -0.4190 -2.5606 -1.3777
H 0.7844 -3.8842 -3.7327
H -0.1774 -4.9912 -5.7081
H -2.3899 -4.2951 -6.5712
H -3.6115 -2.4451 -5.4666
H -2.6287 -1.3127 -3.4982
C -0.2667 5.4387 1.6270
N 0.8866 4.6927 1.1311
C 0.9827 3.9062 0.0625
S 2.2578 2.7197 0.0197
N 0.1884 4.0169 -0.9956
C -0.8199 5.0224 -1.3154
H -0.3038 5.2979 2.7056
H -1.1847 5.0351 1.2187
H -0.1967 6.5034 1.4079
H 1.6272 4.5232 1.7945
H 0.3121 3.2757 -1.6685
H -0.4851 6.0097 -1.0081
H -1.7829 4.7879 -0.8694
H -0.9404 5.0229 -2.3958
C -2.3054 -2.5923 3.7958
C -1.7132 -2.4765 2.3960
C -0.9244 -3.7450 2.0566
C -2.8263 -2.2507 1.3762
N -0.8525 -1.2766 2.4492
N -0.2389 -0.9689 1.1883
H -2.9411 -3.4761 3.8709
H -2.8981 -1.7068 4.0293
H -1.5140 -2.6787 4.5458
H -1.5747 -4.6222 2.0601
H -0.1276 -3.9103 2.7869
H -0.4726 -3.6872 1.0614
H -3.6413 -2.9537 1.5543
H -2.4915 -2.4045 0.3460
H -3.2259 -1.2376 1.4620
H -0.0736 -1.4283 3.0876
H -0.9853 -0.8482 0.5041
H 0.3402 -1.7389 0.8476
N -2.2466 4.2156 6.6676
C -1.7468 3.6961 5.7722
C -1.1164 3.0410 4.6434
C 0.2550 2.8066 4.6491
C 0.8443 2.1900 3.5521
C 0.1141 1.7614 2.4302
C -1.2654 2.0235 2.4653
C -1.8740 2.6573 3.5392
H 0.8467 3.1086 5.5048
H 1.9235 2.0560 3.5651
H -1.9007 1.7247 1.6397
H -2.9394 2.8529 3.5316
F -0.4704 1.2691 -0.4982
B -1.7442 1.5388 -1.2068
F -2.4237 2.5157 -0.5159
F -1.3608 1.9613 -2.4803
F -2.4346 0.3299 -1.2266
*
```

Results
Gap between HOMO and LUMO (alpha / beta), eV: 8.80 / 9.16
Energy above the lowest of the compared OMol25 structures with the same formula, charge and spin, kcal per mole: 14.42
Max |F|, Eh/bohr: 0.0506
<S²>: 2.017
E_LUMO (alpha / beta), eV: 0.37 / 0.33
HOMO level (alpha / beta), eV: -8.4 / -8.8

[4]
C32H45BrN2P2Pd | ωB97M-V with the def2-TZVPD basis set

ORCA input file:
```
! wB97M-V def2-TZVPD RIJCOSX def2/J DEFGRID3
* xyz 2 3
N -5.8408 4.4352 -4.3998
C -5.6567 4.7616 -3.1120
C -4.7942 4.0354 -2.2778
C -4.0713 2.9113 -2.7934
C -4.2695 2.6215 -4.1648
C -5.1709 3.4020 -4.9189
C -3.1173 2.1937 -1.9612
Pd -0.4820 -0.2363 -1.1173
P 4.2596 -0.4708 0.2396
C -2.0653 1.4073 -2.3498
C -0.7721 1.7206 -1.7083
C 0.4704 1.6371 -2.4495
C 1.5557 2.4639 -2.1083
C 1.5715 3.2621 -0.9606
C 0.3970 3.2749 -0.1589
C -0.7360 2.5386 -0.4837
Br 3.1247 4.1585 -0.3927
H -3.1728 2.5588 -0.9386
H -2.1269 0.7807 -3.2494
H -4.6856 4.3580 -1.2404
H -3.7547 1.7908 -4.6434
H -6.2233 5.6273 -2.7296
H -5.3468 3.1811 -5.9836
H 0.4395 1.2150 -3.4570
H -1.6546 2.6849 0.1007
H 2.4219 2.5008 -2.7608
H 0.4073 3.8627 0.7565
P -0.6063 -2.3202 -0.8355
C 4.5864 1.3243 0.0480
C 5.8913 1.8047 -0.6093
H 4.5179 1.7247 1.0731
H 3.7380 1.7074 -0.5364
H 5.8754 2.9082 -0.6326
H 6.7782 1.4973 -0.0382
H 6.0080 1.4654 -1.6491
C 3.5752 -0.9123 -1.4117
C 4.6446 -1.7502 -2.1406
H 3.3528 0.0131 -1.9702
H 2.6335 -1.4692 -1.2610
H 4.3400 -1.9633 -3.1718
H 5.6107 -1.2230 -2.1809
H 4.8158 -2.7090 -1.6277
C 2.9898 -0.6685 1.5502
C 3.3956 -1.5921 2.7070
H 2.0823 -1.0519 1.0642
H 2.7850 0.3369 1.9415
H 2.5476 -2.1966 3.0364
H 4.2036 -2.2875 2.4607
H 3.7240 -1.0095 3.5716
C -0.2138 -3.1474 0.7156
C -1.1471 -4.3114 0.9984
H -0.3114 -2.3732 1.4850
H 0.8453 -3.4378 0.7146
H -2.0465 -3.9774 1.5220
H -1.4615 -4.8378 0.0927
H -0.6534 -5.0412 1.6432
C 0.4167 -3.1725 -2.0611
C 0.0783 -2.6435 -3.4492
H 0.2469 -4.2498 -1.9574
H 1.4868 -2.9914 -1.8433
H -0.9584 -2.8448 -3.7383
H 0.2309 -1.5589 -3.4748
H 0.7109 -3.0918 -4.2213
C -2.4274 -2.4096 -1.0672
C -3.1879 -1.6738 0.0478
H -2.6959 -3.4668 -1.1182
H -2.6306 -1.9280 -2.0392
H -4.1455 -1.2905 -0.3261
H -3.4390 -2.3242 0.8937
H -2.6307 -0.8082 0.4386
N 0.2010 -0.7735 2.5292
C -0.2041 -0.5934 3.6111
C -0.7149 -0.3582 4.9216
C -2.0990 -0.3060 5.1236
C -2.6025 -0.1325 6.4176
C -1.7205 0.0661 7.4928
C -0.3367 -0.0059 7.2864
C 0.1671 -0.2050 5.9984
H -2.7611 -0.4153 4.2614
H -3.6817 -0.1425 6.5714
H -2.1150 0.2958 8.4851
H 0.3638 0.0991 8.1180
H 1.2404 -0.2548 5.8032
*
```

Results
Gap between HOMO and LUMO (alpha / beta), eV: 7.13 / 4.23
Energy above the lowest of the compared OMol25 structures with the same formula, charge and spin, kcal per mole: 15.12
Max |F|, Eh/bohr: 0.0570
<S²>: 2.006
E_LUMO (alpha / beta), eV: -5.70 / -8.60
HOMO level (alpha / beta), eV: -12.8 / -12.8

[5]
C32H45CoN3O2PS | ωB97M-V with the def2-TZVPD basis set

ORCA input file:
```
! wB97M-V def2-TZVPD RIJCOSX def2/J DEFGRID3
* xyz -1 4
Co 0.6265 -1.5561 -0.3461
C -0.7784 -0.8353 2.1641
N -0.4390 -2.1289 1.5428
C -1.6556 -2.9146 1.3388
C 0.5816 -2.7693 2.3497
C 0.2661 -3.6032 3.4053
C 1.2472 -4.0401 4.2920
C 2.5393 -3.5676 4.1356
C 2.8746 -2.7610 3.0544
C 1.9272 -2.4130 2.0778
N 2.1620 -1.6919 0.9202
C 3.3865 -1.6042 0.2926
C 4.5460 -2.3498 0.5859
C 5.7449 -2.1154 -0.0704
C 5.8433 -1.1462 -1.0605
C 4.6833 -0.4841 -1.4448
C 3.4742 -0.7319 -0.8205
N 2.2378 -0.1576 -1.3309
C 2.1966 1.2954 -1.1911
C 2.0104 -0.5433 -2.7368
H -1.3498 -0.9880 3.0898
H 0.1367 -0.2944 2.4041
H -1.3680 -0.2482 1.4596
H -2.2354 -3.0145 2.2664
H -2.2671 -2.3981 0.5977
H -1.3986 -3.8993 0.9499
H -0.7632 -3.9057 3.5560
H 0.9945 -4.7127 5.1014
H 3.3035 -3.8284 4.8599
H 3.8847 -2.3908 2.9592
H 4.4897 -3.1452 1.3138
H 6.6135 -2.7093 0.1910
H 6.7861 -0.9366 -1.5489
H 4.7214 0.2233 -2.2667
H 2.8459 1.7929 -1.9241
H 1.1702 1.6410 -1.3371
H 2.5252 1.5740 -0.1903
H 2.8057 -0.1703 -3.3941
H 1.9614 -1.6297 -2.8174
H 1.0536 -0.1315 -3.0582
O -1.0545 -4.9239 -1.3379
C -0.6371 -3.8263 -1.6827
O 0.4446 -3.2720 -1.2405
C -1.3691 -3.0694 -2.7769
C -1.7928 -3.8351 -3.8626
C -2.4010 -3.2636 -4.9675
C -2.6125 -1.8902 -4.9773
C -2.2205 -1.1216 -3.8935
C -1.5894 -1.6803 -2.7694
S -1.2257 -0.5659 -1.4367
H -1.6326 -4.9051 -3.8093
H -2.7054 -3.8751 -5.8083
H -3.0902 -1.4165 -5.8279
H -2.3997 -0.0517 -3.8915
C -3.5958 1.9862 2.1624
C -3.2103 2.7457 0.8915
C -4.0126 2.2047 -0.3011
P -1.4100 2.4984 0.4953
C -0.5558 3.1059 2.0404
C -0.7912 4.5467 2.4860
C 0.9476 2.8190 1.9195
C -1.0592 3.8663 -0.7378
C -1.0807 3.2971 -2.1710
C -1.9210 5.1279 -0.6743
H -4.6750 2.0557 2.3250
H -3.1005 2.3808 3.0512
H -3.3401 0.9260 2.0703
H -3.4351 3.8066 1.0257
H -3.6981 1.1849 -0.5412
H -3.8601 2.8087 -1.1999
H -5.0843 2.1989 -0.0772
H -0.9471 2.4434 2.8178
H -0.3499 5.2515 1.7778
H -0.3218 4.7238 3.4601
H -1.8553 4.7780 2.5855
H 1.4379 3.5711 1.2917
H 1.1356 1.8398 1.4753
H 1.4301 2.8448 2.9012
H -0.0221 4.1391 -0.5095
H -2.0929 3.3380 -2.5829
H -0.7660 2.2521 -2.2040
H -0.4333 3.8819 -2.8320
H -2.9373 4.9134 -1.0141
H -1.5107 5.8920 -1.3435
H -1.9836 5.5576 0.3233
*
```

Results
Gap between HOMO and LUMO (alpha / beta), eV: 6.70 / 6.75
Max |F|, Eh/bohr: 0.0090
<S²>: 3.759
E_LUMO (alpha / beta), eV: 2.55 / 2.55
HOMO level (alpha / beta), eV: -4.1 / -4.2